No. 1
The following is a quantum chemistry calculation of 2 unconnected molecules or ions with the total composition C4H13N3O, from the OMol25 dataset.

Atoms and positions in Å:
1 H -2.90 -0.60 2.68
2 N -2.45 -0.75 1.81
3 C -1.25 -0.38 1.41
4 N -0.41 0.54 2.02
5 N -0.92 -0.93 0.20
6 C -0.37 0.09 -0.75
7 C 0.94 -0.38 -1.35
8 C 1.02 -1.74 -1.92
9 H 0.61 0.35 2.07
10 H -0.77 1.39 2.50
11 H -1.64 -1.51 -0.15
12 H -1.05 0.19 -1.64
13 H -0.41 1.19 -0.25
14 H 1.67 -0.40 -0.46
15 H 1.26 0.45 -2.01
16 H 2.09 -2.05 -2.19
17 H 0.74 -2.52 -1.17
18 H 0.20 -1.63 -2.78
19 O 1.49 2.86 0.85
20 H 0.65 2.31 0.92
21 H 1.50 3.54 0.22

Results
gap between HOMO and LUMO = 9.397 eV
SMILES = [H]/N=C(\N)NCCC.O
LUMO energy = 0.68 eV
HOMO level = -8.72 eV

No. 2
The following is a quantum chemistry calculation of 2 unconnected molecules or ions with the total composition C4H13N3O, from the OMol25 dataset.

Atoms and positions in Å:
1 N 2.17 0.28 -2.31
2 C 1.13 0.97 -1.63
3 N 0.86 2.28 -2.09
4 O -0.19 0.21 -1.72
5 H 1.88 0.02 -3.25
6 H 2.47 -0.54 -1.78
7 H 1.44 1.07 -0.58
8 H 0.06 2.24 -2.73
9 H 1.64 2.70 -2.60
10 H -0.81 0.20 -0.96
11 C -0.61 1.05 1.45
12 N -0.50 -0.17 1.14
13 C -0.59 -1.19 2.14
14 C -1.57 -2.27 1.70
15 H -0.47 1.78 0.66
16 H -0.97 1.39 2.42
17 H 0.40 -1.63 2.26
18 H -0.89 -0.78 3.12
19 H -1.29 -2.64 0.71
20 H -1.56 -3.10 2.40
21 H -2.58 -1.87 1.65

Results
gap between HOMO and LUMO = 10.349 eV
SMILES = NC(N)O.C=NCC
LUMO energy = 1.01 eV
HOMO level = -9.34 eV

No. 3
The following is a quantum chemistry calculation of 2 unconnected molecules or ions with the total composition C4H13N3OS, from the OMol25 dataset.

Atoms and positions in Å:
1 C 1.45 -1.51 -0.53
2 C -1.65 0.28 1.67
3 C 1.34 1.61 -0.44
4 C 1.72 0.53 0.64
5 N -2.05 -1.55 -0.38
6 N 0.11 2.17 -0.29
7 N -2.77 0.78 -0.64
8 O 1.04 -0.69 0.54
9 S -1.44 -0.14 -0.13
10 H 1.05 -2.51 -0.33
11 H 2.54 -1.57 -0.59
12 H 1.05 -1.16 -1.49
13 H -0.97 -0.35 2.25
14 H -1.38 1.32 1.75
15 H -2.68 0.11 1.94
16 H 1.46 1.14 -1.44
17 H 2.12 2.39 -0.36
18 H 1.46 0.93 1.63
19 H 2.80 0.36 0.58
20 H -1.44 -2.30 -0.13
21 H -2.46 1.62 -1.12
22 H -3.38 0.20 -1.21

Results
gap between HOMO and LUMO (alpha / beta) = 6.895 / 6.742 eV
LUMO energy (alpha / beta) = -0.67 / -0.86 eV
HOMO level (alpha / beta) = -7.57 / -7.60 eV